Record 1
{
  "formula": "CH6S2",
  "method": "ωB97M-V/def2-TZVPD",
  "elements": ["S", "S", "H", "H", "C", "H", "H", "H", "H"],
  "positions_angstrom": [[-1.3737, 0.4065, 0.6281], [-0.6352, -1.2316, -0.4258], [-1.3824, -0.2543, 1.8127], [0.7069, -1.0050, -0.2393], [3.2765, 1.4427, -0.5082], [3.3752, 0.6529, -1.2240], [4.1019, 2.1337, -0.4761], [3.3019, 0.9218, 0.4496], [2.3787, 2.0956, -0.5108]],
  "forces_ev_per_angstrom": [[0.279, -0.778, 0.212], [0.605, 0.436, 0.113], [-0.130, 0.426, -0.217], [-0.736, -0.068, -0.111], [-0.527, 0.636, 1.566], [-0.200, 0.129, -0.917], [0.587, -0.005, -0.384], [-0.139, 0.123, 0.218], [0.261, -0.900, -0.480]],
  "mulliken_charge": [-0.175, -0.172, 0.178, 0.163, -1.012, 0.241, 0.299, 0.249, 0.228],
  "lumo_energy_ev": 0.3,
  "orbital_gap_ev": 10.0,
  "relative_energy_kj_mol": 16.6
}

---

Record 2
{
  "formula": "C5H9N4",
  "method": "ωB97M-V/def2-TZVPD",
  "elements": ["C", "N", "C", "N", "N", "C", "C", "N", "C", "H", "H", "H", "H", "H", "H", "H", "H", "H"],
  "positions_angstrom": [[2.2946, -0.7969, -0.0265], [0.8064, -0.8458, -0.1086], [0.0039, 0.1865, 0.0220], [0.5024, 1.3889, 0.1122], [-1.5122, -0.0040, -0.0160], [-2.4604, 0.9887, -0.1370], [-3.6930, 0.3804, -0.0082], [-3.4928, -1.0168, 0.0927], [-2.2205, -1.1816, 0.0652], [2.5536, -0.1349, 0.7618], [2.8719, -0.8577, -0.9979], [2.5049, -1.7350, 0.3550], [0.3672, -1.7506, 0.0029], [-0.0829, 2.1419, -0.2196], [1.3873, 1.5763, 0.5264], [-2.1503, 1.9988, -0.1007], [-4.7374, 0.6378, -0.0200], [-1.6840, -2.1925, 0.0597]],
  "forces_ev_per_angstrom": [[-0.931, -0.512, -1.389], [-0.572, -0.138, 0.242], [-2.988, -1.444, -0.763], [-1.446, 0.910, -0.383], [3.959, 0.184, -0.333], [-1.571, 0.148, 0.918], [1.312, -1.403, -0.329], [0.333, 1.010, -0.151], [1.427, -2.778, 0.061], [0.784, 0.971, 0.079], [-1.050, 1.179, 0.887], [0.624, -1.962, 1.073], [0.187, -0.005, -0.175], [0.252, 0.300, 0.475], [0.625, 0.145, -0.124], [-0.171, 0.833, -0.183], [0.235, 0.938, -0.051], [-1.011, 1.623, 0.146]],
  "mulliken_charge": [-0.990, -0.076, 0.694, -0.286, 0.168, -0.194, -0.538, -0.502, 0.148, 0.399, 0.287, 0.395, 0.195, 0.201, 0.203, 0.254, 0.417, 0.229],
  "lumo_energy_ev": -4.0,
  "orbital_gap_ev": 9.1,
  "charge": 1,
  "relative_energy_kj_mol": 174.9
}

---

Record 3
{
  "formula": "C23H27Cl2FFeN5O6",
  "method": "ωB97M-V/def2-TZVPD",
  "elements": ["Fe", "C", "C", "N", "C", "C", "C", "O", "O", "C", "O", "C", "C", "C", "F", "C", "C", "C", "N", "C", "C", "N", "C", "C", "H", "H", "H", "H", "H", "H", "H", "H", "H", "H", "H", "H", "H", "H", "H", "H", "H", "H", "N", "C", "N", "C", "C", "O", "C", "C", "H", "H", "H", "H", "H", "H", "H", "H", "Cl", "C", "Cl", "C", "O", "O", "H"],
  "positions_angstrom": [[-0.0277, 0.1598, -0.1506], [-5.8539, -1.3707, 4.4767], [-4.5831, -0.6345, 4.8664], [-3.5033, -0.8170, 3.8739], [-3.3862, 0.0781, 2.8936], [-2.4094, 0.0500, 1.9288], [-2.4790, 1.0969, 0.8614], [-3.2826, 1.9863, 0.8927], [-1.6396, 0.9275, -0.1571], [-1.4179, -0.9492, 1.9844], [-0.3841, -1.0009, 1.2458], [-1.5931, -1.9800, 2.9880], [-0.7268, -3.0796, 3.0357], [-0.9190, -4.0627, 3.9559], [-0.1163, -5.1441, 3.9227], [-1.9544, -4.0117, 4.9132], [-2.8072, -2.9238, 4.8645], [-2.6458, -1.9083, 3.9115], [-2.1346, -5.0039, 5.8908], [-3.4368, -5.6281, 6.0432], [-3.6937, -5.9740, 7.4993], [-2.5901, -6.8804, 7.9752], [-1.2444, -6.2297, 7.7862], [-1.0579, -5.8798, 6.3187], [-6.6093, -1.2376, 5.2501], [-5.6789, -2.4393, 4.3434], [-6.2565, -0.9789, 3.5430], [-4.2031, -0.9473, 5.8361], [-4.7575, 0.4369, 4.9346], [-4.1057, 0.8885, 2.8753], [0.0791, -3.1581, 2.3196], [-3.5970, -2.8502, 5.5961], [-3.4971, -6.5465, 5.4373], [-4.2305, -4.9716, 5.6975], [-4.6419, -6.4889, 7.6402], [-3.6576, -5.0879, 8.1305], [-2.6175, -7.7503, 7.4363], [-2.7311, -7.1363, 8.9539], [-0.4821, -6.9208, 8.1400], [-1.2457, -5.3350, 8.4063], [-1.0167, -6.8002, 5.7189], [-0.0952, -5.3874, 6.2230], [1.0293, -1.2459, -1.0562], [1.8066, -2.0870, -1.2245], [2.6544, -3.0376, -1.4489], [2.5887, -3.9036, -2.6412], [2.5751, -5.3492, -2.1728], [3.6736, -5.6176, -1.3239], [3.6508, -4.8230, -0.1570], [3.7500, -3.3498, -0.5104], [3.4739, -3.7073, -3.2486], [1.6990, -3.6591, -3.2180], [2.6660, -6.0148, -3.0289], [1.6336, -5.5672, -1.6517], [4.5006, -5.1235, 0.4530], [2.7249, -5.0089, 0.4056], [4.6916, -3.1470, -1.0232], [3.6740, -2.7093, 0.3663], [0.4960, 1.7372, -1.9391], [1.6692, 2.6956, -0.9811], [3.3156, 2.3308, -1.4830], [1.5134, 2.3844, 0.5077], [1.8332, 3.1711, 1.3420], [1.0821, 1.1604, 0.8007], [1.4593, 3.7395, -1.1840]],
  "forces_ev_per_angstrom": [[-0.083, 0.197, -0.661], [0.021, -0.010, -0.003], [-0.041, -0.029, -0.052], [-0.016, 0.007, -0.025], [0.039, 0.045, 0.069], [0.080, -0.059, -0.067], [0.182, -0.128, -0.184], [-0.116, -0.055, 0.123], [-0.136, 0.380, 0.095], [-0.107, 0.210, 0.283], [-0.107, -0.509, 0.026], [-0.047, 0.029, 0.034], [0.054, 0.025, -0.008], [-0.042, -0.041, -0.018], [-0.005, 0.005, 0.019], [0.050, 0.036, -0.081], [0.063, 0.017, 0.042], [-0.055, -0.020, -0.011], [-0.086, 0.008, 0.153], [0.044, -0.063, -0.050], [-0.002, 0.006, 0.000], [0.012, 0.017, -0.055], [0.006, 0.019, 0.002], [-0.027, 0.014, 0.005], [-0.001, 0.004, -0.001], [0.006, 0.003, 0.015], [0.005, 0.002, 0.000], [0.003, 0.032, 0.019], [-0.026, -0.003, 0.002], [0.013, 0.006, -0.007], [-0.010, -0.006, 0.000], [0.013, -0.030, 0.023], [-0.038, 0.001, -0.010], [0.012, 0.037, 0.003], [0.008, -0.023, -0.024], [-0.022, 0.002, 0.004], [-0.009, -0.029, 0.040], [0.003, 0.021, 0.008], [-0.007, -0.021, -0.026], [0.021, -0.005, 0.012], [0.036, -0.001, 0.007], [0.005, 0.034, -0.011], [0.353, -0.006, 0.278], [-0.072, -0.069, -0.259], [0.048, 0.080, 0.057], [0.005, 0.012, -0.033], [0.002, -0.018, -0.014], [0.019, 0.045, -0.008], [-0.018, -0.032, 0.007], [-0.035, -0.026, -0.038], [-0.005, -0.002, -0.010], [-0.011, -0.006, 0.007], [-0.010, -0.012, 0.009], [0.000, 0.014, -0.003], [0.009, -0.004, -0.014], [0.013, 0.009, 0.014], [0.022, 0.016, 0.035], [-0.024, -0.006, 0.005], [-0.133, -0.170, 0.001], [0.145, 0.130, -0.048], [-0.028, -0.012, 0.039], [-0.020, -0.184, 0.052], [0.053, 0.151, -0.117], [0.005, -0.039, 0.340], [-0.007, 0.006, 0.012]],
  "mulliken_charge": [0.287, -0.965, -1.054, 0.175, -0.051, -0.289, 0.383, -0.602, -0.507, 1.656, -0.793, 0.567, -1.054, 0.489, -0.348, -1.316, -0.452, 0.259, 0.270, -0.553, -0.693, -0.140, -0.938, -0.652, 0.380, 0.300, 0.354, 0.469, 0.474, 0.555, 0.799, 0.617, 0.214, 0.363, 0.398, 0.373, 0.393, 0.357, 0.435, 0.369, 0.411, 0.473, -0.432, 0.834, -0.027, -0.555, -0.518, -0.367, -0.452, -0.593, 0.276, 0.429, 0.349, 0.317, 0.364, 0.262, 0.270, 0.434, -0.044, 0.255, -0.107, 0.394, -0.485, -0.382, 0.364],
  "lumo_energy_ev": [-6.0, -5.6],
  "orbital_gap_ev": [8.0, 8.4],
  "multiplicity": 2,
  "charge": 2,
  "s_squared": 0.906
}